Entry 1:
Here is 5 unconnected molecules or ions with the total composition C12H30IO7S2 from the Open Molecules 2025 dataset. Energies are from ωB97M-V/def2-TZVPD.

Calculated values
Max |F| in eV Å⁻¹: 0.50
Total charge: +1

Last column: Mulliken charge in e.
Cartesian coordinates (Å):
1 O 0.50347 -0.45231 -4.82247  -0.510
2 S -1.60124 2.49460 1.85692  -0.044
3 C -1.35206 6.97471 0.73626  -0.214
4 S -1.68818 1.70860 -0.04165  0.079
5 H 2.27358 -3.31360 -5.16617  0.320
6 H -2.33334 6.76598 1.17451  0.247
7 O -0.11828 -0.55983 -1.72216  -0.499
8 H 2.02412 0.96987 1.12080  0.299
9 H -1.39191 7.97150 0.30155  0.294
10 H 2.44187 -0.07098 -0.26482  0.350
11 H 0.70643 7.12057 1.35329  0.261
12 H 2.53529 -0.87085 -4.77089  0.229
13 H -3.89598 -3.04648 2.77608  0.317
14 H 3.28815 -2.56469 0.40313  -0.072
15 H -3.31111 -2.75670 4.42228  0.349
16 O -1.10810 6.09575 -0.36436  -0.447
17 C -3.86536 -2.32299 3.59034  -1.241
18 H -3.17208 -0.31337 3.95671  0.253
19 O -3.90063 -0.44449 2.01455  -0.470
20 H 1.45953 -4.27425 0.14346  0.246
21 H 4.36577 -3.58288 -0.54526  0.388
22 H 2.88280 -4.96728 0.92885  0.380
23 H -1.38384 -0.27980 1.27466  -0.710
24 H -4.88860 -2.14320 3.92518  0.360
25 I 0.17043 2.64629 -1.21303  0.288
26 H -2.36975 -0.53149 -0.15448  0.403
27 H -0.21652 5.88508 2.21850  0.195
28 C 2.29566 -0.04203 0.81173  -1.020
29 H 0.44226 -0.55137 -3.86807  0.332
30 C 3.32090 -3.31663 -0.39666  0.063
31 C -3.22063 -1.03243 3.13281  0.110
32 H 1.94204 -2.53142 -1.52054  0.212
33 H 1.70686 -1.12211 -6.30822  0.313
34 H -0.69073 1.64676 2.36732  0.224
35 C 1.22580 -0.98182 1.27133  0.685
36 C -0.28776 -0.70077 -0.55296  0.265
37 H -4.80527 -0.26506 2.29272  0.289
38 O 1.00183 -1.31629 2.38495  -0.483
39 C -1.44249 -0.08298 0.20954  0.876
40 C 1.41536 -2.70911 -4.87214  -0.670
41 H 0.52392 -3.10039 -5.36296  0.285
42 C -0.26573 6.89088 1.78916  -0.856
43 O 2.87501 -2.74783 -1.62383  -0.486
44 O 0.44158 -1.52909 0.22348  -0.205
45 C 2.51120 -4.53580 -0.00113  -1.075
46 H -0.45617 7.59161 2.60206  0.337
47 H 3.21839 -0.30962 1.32013  0.376
48 H -2.19830 -1.22641 2.79993  0.122
49 H 1.28687 -2.81964 -3.79312  0.003
50 C 1.61714 -1.25130 -5.23118  -0.219
51 H -1.07801 5.19758 -0.02316  0.153
52 H 2.56578 -5.29250 -0.78297  0.320

---

Entry 2:
Here is a molecular structure, C6H18Cl2N5O11Sn from the Open Molecules 2025 dataset. Energies are from ωB97M-V/def2-TZVPD.

Calculated values
Max |F| in eV Å⁻¹: 4.19
Total charge: +1

Last column: Mulliken charge in e.
Cartesian coordinates (Å):
1 N -1.74083 0.52962 2.47854  1.113
2 C 1.80639 -1.68922 4.50373  -0.820
3 N -3.58198 0.59136 -1.50772  0.944
4 O -0.26030 -0.24009 -0.03603  -0.131
5 O -0.93639 -2.40884 -2.93714  -0.511
6 O -2.36819 -0.51828 2.31677  -0.669
7 Sn -1.39482 -2.77760 0.29326  1.437
8 N 2.68139 -1.46577 -2.00904  1.016
9 H 0.93483 -1.91831 5.11426  0.319
10 N -0.33531 -1.85291 -3.83720  0.947
11 O -0.00951 -2.39875 -4.86313  -0.517
12 C -2.84897 1.78671 -1.94275  -0.693
13 O 1.80975 -0.76355 2.39422  -0.376
14 H 0.61409 2.29172 -0.02981  0.009
15 O -4.74130 0.68128 -1.16802  -0.509
16 O -2.99109 -0.46450 -1.67561  -0.521
17 N 1.34282 -1.63293 3.09398  0.839
18 H -3.42109 2.70214 -1.82103  0.281
19 H 2.13915 -1.28761 -0.05402  0.023
20 H -0.84737 0.20081 -3.87361  0.258
21 C 1.26057 2.47286 0.82446  0.430
22 O 3.05498 -0.76504 -2.93730  -0.543
23 H 0.88296 -0.05574 -4.19172  0.341
24 O 0.75964 -2.61127 2.64003  -0.564
25 H -2.79643 1.50796 0.95625  0.040
26 H -1.31055 2.24144 1.34182  -0.068
27 C -2.16643 1.75293 1.80688  -0.228
28 Cl 0.78879 3.84826 1.83808  -0.148
29 H 2.58481 -2.44726 4.53682  0.325
30 O -0.87190 0.64815 3.30793  -0.525
31 H 1.20877 1.62531 1.50376  -0.107
32 H 2.16234 -0.71900 4.83912  0.329
33 H -1.87337 1.78959 -1.46045  0.182
34 H 0.13415 -0.25820 -2.55840  0.053
35 Cl 2.96165 2.71308 0.27613  -0.184
36 H 2.93322 0.13533 -0.61079  0.044
37 H -2.70165 1.64018 -3.01245  0.326
38 C 0.02284 -0.40953 -3.63261  -0.580
39 C 2.99864 -0.95142 -0.62792  -0.313
40 H -2.58698 2.40537 2.56793  0.308
41 H 3.96690 -1.24325 -0.23127  0.345
42 H 0.56622 -0.12797 0.45289  -0.348
43 O 2.16956 -2.55708 -2.06887  -0.556

---

Entry 3:
Here is 2 unconnected molecules or ions with the total composition C3H12N2O from the Open Molecules 2025 dataset. Energies are from ωB97M-V/def2-TZVPD.

Calculated values
Relative energy (zero: lowest compared OMol25 entry of this formula, charge and spin) in kcal per mole: 35.2
Max |F| in eV Å⁻¹: 4.25
SMILES: CCNCN.O

Last column: Mulliken charge in e.
Cartesian coordinates (Å):
1 H -2.17690 0.73816 -3.47678  0.346
2 H 0.99279 0.21020 -0.21389  0.284
3 H -1.58534 1.44327 -2.19523  0.473
4 C 0.88735 -1.02546 1.30115  -0.472
5 H -0.35786 2.43985 -0.69488  0.141
6 H -0.72110 1.02019 1.54950  0.363
7 H 2.43933 -1.64329 -0.15868  0.295
8 H 2.76485 -2.24596 1.46736  0.331
9 O -1.89218 1.60093 -3.10495  -0.686
10 H 1.35877 -2.88041 0.54383  0.248
11 H 0.19358 -1.49360 2.04744  0.367
12 H -1.88931 2.05683 -0.73624  0.235
13 N -1.01994 1.74278 -0.31306  -0.608
14 N 0.23332 -0.41185 0.11552  -0.450
15 C 1.95993 -1.97434 0.77247  -0.981
16 H -1.69070 0.01407 0.62107  0.308
17 C -0.72538 0.58180 0.56686  -0.560
18 H 1.22879 -0.17318 1.90850  0.365

---

Entry 4:
Here is 6 unconnected molecules or ions with the total composition H12O6 from the Open Molecules 2025 dataset. Energies are from ωB97M-V/def2-TZVPD.

Calculated values
Relative energy (zero: lowest compared OMol25 entry of this formula, charge and spin) in kcal per mole: 23.1
Max |F| in eV Å⁻¹: 5.18
SMILES: O.O.O.O.O.O

Last column: Mulliken charge in e.
Cartesian coordinates (Å):
1 H -0.70184 -1.54820 0.35830  0.479
2 O 1.64810 0.47348 1.16693  -0.755
3 O -0.79016 -1.80330 -0.60298  -0.779
4 H -2.94060 1.40187 -0.06890  0.344
5 H -0.05317 -0.03393 1.57772  0.458
6 H 0.90053 1.67646 -0.10008  0.396
7 O 0.23433 1.80186 -0.84854  -0.758
8 O -2.13687 0.66606 -0.38467  -0.829
9 H -1.52428 -1.22891 -0.86928  0.341
10 H -1.29631 1.22028 -0.54495  0.484
11 O -0.90480 -0.48526 1.78196  -0.846
12 H 0.59207 -1.28239 -1.02264  0.450
13 H 2.37517 0.49365 1.79202  0.277
14 H -1.57842 -0.03325 1.11838  0.445
15 H 0.57070 1.12174 -1.51307  0.354
16 O 1.51695 -0.77779 -1.01109  -0.776
17 H 1.93652 -0.19346 0.44560  0.422
18 H 2.15207 -1.46892 -1.27470  0.294

---

Number 1: highest occupied orbital energy -0.44319 hartree, gap between HOMO and LUMO 6.1 eV, E_tot -57025.255 eV. Number 2: highest occupied orbital energy -0.49421 hartree, gap between HOMO and LUMO 7.2 eV, E_tot -67339.883 eV. Number 3: highest occupied orbital energy -0.33529 hartree, gap between HOMO and LUMO 10.1 eV, E_tot -8331.796 eV. Number 4: highest occupied orbital energy -0.39693 hartree, gap between HOMO and LUMO 11.2 eV, E_tot -12480.113 eV.